15
Properties=species:S:1:pos:R:3:forces:R:3 method="wB97M-V/def2-TZVPD" total_energy_ev=-15463.2197 charge=0 homo_energy_ev="-8.0682 / -9.5705" multiplicity=3 homo_lumo_gap_ev="7.870 / 6.589"
C 3.74155 3.25836 -0.18236 -0.73 2.85 -0.44
C 3.64250 2.14540 0.25858 0.19 0.84 -0.65
C 0.30688 -0.74654 -0.01699 -0.94 -1.19 0.28
C 1.32958 -0.11474 -0.07620 -0.07 0.19 -0.30
C -2.19172 -0.82180 0.24158 0.51 2.72 -1.40
C -0.88057 -1.60233 0.20737 -0.18 -2.20 -1.19
C 3.61786 0.92048 0.65872 1.82 -4.89 3.56
I 5.15960 -0.48375 -0.04309 -1.15 0.88 0.20
H 3.45800 4.27779 -0.32105 0.42 -0.01 -0.39
H -2.69526 -0.52262 -0.75865 1.21 -0.89 1.34
H -1.96632 0.17220 0.70848 -0.39 -0.82 -0.14
H -2.90922 -1.30627 0.82454 -1.19 -0.81 0.90
H -0.79602 -2.33440 1.06098 0.22 1.43 -0.19
H -0.95358 -2.41696 -0.59583 0.34 1.37 0.46
H 3.38740 0.61722 1.74378 -0.05 0.54 -2.05

***

54
Properties=species:S:1:pos:R:3:forces:R:3 method="wB97M-V/def2-TZVPD" total_energy_ev=-271287.9533 charge=0 homo_energy_ev=-8.1650 homo_lumo_gap_ev=8.108
Cl 1.23139 20.50609 -9.39348 0.00 0.38 -0.18
C 0.77490 19.41274 -10.69098 0.00 -1.21 0.67
Cl -0.91728 18.90767 -10.45962 0.07 0.21 -0.11
Cl 1.01549 20.05613 -12.27666 -0.13 0.37 -0.28
Cl 1.79233 17.94463 -10.52872 -0.12 0.18 -0.02
Cl 8.24557 11.13937 -11.91884 -0.05 0.00 0.02
C 6.75894 11.82247 -12.58608 -0.02 0.08 0.48
Cl 5.62968 12.17945 -11.22682 0.62 -0.08 -0.59
Cl 7.17758 13.31117 -13.46232 -0.16 -0.23 0.15
Cl 6.03032 10.65716 -13.68668 -0.12 0.13 0.04
Cl 7.33539 15.26979 -17.83991 -0.10 0.14 0.22
C 8.10614 16.72963 -17.18806 0.30 -0.14 -0.38
Cl 8.65895 16.43565 -15.53614 -0.18 -0.05 0.10
Cl 9.52679 17.08191 -18.18289 0.04 0.10 -0.05
Cl 7.00139 18.09651 -17.25066 -0.02 -0.10 0.05
Cl 2.63962 12.54676 -12.54155 -0.39 0.34 0.22
C 1.65872 13.96013 -12.04920 0.41 0.18 -0.35
Cl 2.16197 15.35916 -13.00129 -0.29 -0.13 -0.30
Cl -0.03612 13.61312 -12.32626 -0.15 -0.05 0.08
Cl 1.94054 14.38197 -10.35490 0.00 -0.38 0.15
Cl 4.67895 18.84961 -6.86184 0.04 -0.33 -0.13
C 5.65226 17.52629 -7.58260 -0.42 1.10 -0.60
Cl 6.62147 16.80548 -6.36076 0.53 -0.42 0.52
Cl 4.57773 16.33194 -8.30862 0.01 -0.06 0.12
Cl 6.68256 18.27706 -8.84522 -0.18 -0.36 0.27
C 4.97601 17.18340 -11.71355 -0.48 -0.59 0.93
C 5.37436 18.24553 -12.55537 -0.11 -0.50 -0.73
C 5.79447 17.64408 -13.72610 0.12 1.08 0.23
N 5.71500 16.30108 -13.58248 -0.33 -0.46 -0.11
C 5.16763 15.99459 -12.36065 0.78 0.45 -0.31
H 4.56021 17.18236 -10.71919 0.06 0.49 -0.13
H 5.28813 19.31181 -12.42804 -0.05 -0.02 0.21
H 6.07859 18.14062 -14.63816 0.24 -0.25 -0.04
H 6.03921 15.62956 -14.25277 -0.14 0.00 -0.14
H 4.99536 14.97677 -12.06109 0.06 -0.01 0.07
C 7.50277 22.21866 -14.42385 0.29 0.29 -0.19
C 8.14548 21.24248 -15.21623 0.84 -0.36 0.09
C 8.45403 20.16681 -14.40225 -1.12 0.46 -0.76
N 7.83710 20.41281 -13.20987 1.13 0.12 0.60
C 7.38497 21.70604 -13.15650 -0.81 -0.58 -0.23
H 7.29413 23.20362 -14.80911 -0.31 0.07 0.37
H 8.42096 21.36592 -16.25160 0.12 -0.05 0.04
H 9.02433 19.27853 -14.60813 -0.24 -0.18 0.07
H 7.79056 19.75177 -12.45441 0.08 0.07 0.08
H 6.92826 22.06184 -12.24798 -0.03 0.17 -0.09
C 3.34496 22.24417 -13.17823 0.41 0.16 0.59
C 3.77614 23.68753 -12.93736 0.06 -0.74 -0.72
O 2.82096 24.38906 -12.15937 0.11 -0.05 -0.04
H 3.19334 21.71199 -12.23985 -0.25 0.20 0.10
H 4.16383 21.69695 -13.65049 -0.07 0.16 -0.35
H 2.44325 22.20089 -13.78533 -0.02 -0.08 0.00
H 3.87111 24.13296 -13.93375 0.11 0.28 0.09
H 4.76739 23.68192 -12.47443 -0.01 0.16 0.15
H 3.06635 25.31793 -12.20261 -0.14 0.02 0.13